## a
ORCA calculation (wB97M-V/def2-TZVPD) on a molecular structure, C8H14N3O.

```
! RIJCOSX wB97M-V def2-TZVPD def2/J DEFGRID3
* xyz 1 1
C -3.20 -0.17 0.07
C -2.00 0.52 -0.09
C -1.10 -0.53 -0.01
C -1.45 1.87 -0.37
C -0.26 2.11 0.49
C 0.90 1.29 -0.09
C 0.80 -0.16 0.13
C 1.65 -1.07 -0.94
N -3.00 -1.45 0.24
N -1.73 -1.67 0.19
N 2.64 -1.80 -0.15
O 1.11 -0.61 1.46
H -4.28 0.09 -0.08
H -1.19 1.81 -1.43
H -2.17 2.76 -0.18
H 0.15 3.03 0.33
H -0.42 1.70 1.48
H 0.96 1.70 -1.14
H 1.76 1.57 0.53
H 2.19 -0.40 -1.65
H 1.00 -1.78 -1.57
H -1.43 -2.62 0.41
H 2.61 -1.40 0.80
H 3.46 -1.89 -0.69
H 2.34 -2.75 0.07
H 0.66 -0.15 2.18
*
```

Summary:
Frontier orbital gap (Eh): 0.3107

=====

## b
ORCA calculation (wB97M-V/def2-TZVPD) on a gas-phase ion, C8H14N3O (charge +1).

```
! RIJCOSX wB97M-V def2-TZVPD def2/J DEFGRID3
* xyz 1 1
C 1.39 0.88 1.90
C -1.38 -0.01 0.74
C -0.59 -0.39 -1.61
C -0.66 -1.34 0.86
C 0.80 -0.84 -1.10
C 1.50 -0.30 1.18
C -1.10 0.67 -0.65
C -0.06 1.81 -0.51
N 0.89 2.06 1.74
N 0.29 2.39 0.60
N 0.71 -1.21 0.35
O -0.14 2.56 -1.64
H 2.13 0.97 2.65
H -2.43 -0.26 0.88
H -1.12 0.71 1.50
H -0.55 -0.12 -2.62
H -1.34 -1.14 -1.63
H -0.47 -1.76 1.80
H -1.23 -2.13 0.25
H 1.26 -1.59 -1.77
H 1.40 0.12 -0.96
H 2.00 -1.00 1.83
H -1.89 1.20 -1.14
H 0.36 3.42 0.54
H 1.02 -2.25 0.28
H 0.30 3.35 -1.54
*
```

Summary:
Frontier orbital gap (alpha / beta) (Eh): 0.2829 / 0.2830

=====

Energy relative to the most stable one, in kcal/mol: a 0.0; b 37.0

=====

## a
ORCA calculation (wB97M-V/def2-TZVPD) on CBrCl2NO2 in the gas phase.

```
! RIJCOSX wB97M-V def2-TZVPD def2/J DEFGRID3
* xyz 0 1
C 0.49 -0.04 -0.42
N -0.46 -0.02 0.84
O -0.65 0.97 1.40
O -0.83 -1.11 1.08
Cl 1.07 -1.62 -0.70
Cl 1.54 1.31 -0.51
Br -1.15 0.50 -1.70
*
```

Summary:
Structure (SMILES): O=[N+]([O-])C(Cl)(Cl)Br
Frontier orbital gap (Eh): 0.3603

=====

## b
ORCA calculation (wB97M-V/def2-TZVPD) on a molecular structure, CBrCl2NO2.

```
! RIJCOSX wB97M-V def2-TZVPD def2/J DEFGRID3
* xyz 0 1
C 0.35 -0.60 0.17
N -0.50 1.08 -0.32
O -1.32 1.37 0.49
O -0.03 1.47 -1.30
Cl 1.91 -0.34 0.78
Cl 0.35 -1.66 -1.25
Br -0.77 -1.32 1.44
*
```

Summary:
Frontier orbital gap (Eh): 0.3721

=====

Energy relative to the most stable one, in kcal/mol: a 0.0; b 5.4